Here is 2 unconnected molecules or ions with the total composition C8H23NSi2 in a non-equilibrium geometry from OMol25. Energies are from the ωB97M-V functional and the def2-TZVPD basis.

Bonds (Å) are listed after each position.
CARTESIAN COORDINATES (ANGSTROEM)
1 C -2.753 -0.232 -1.095  C8 1.567, H12 1.092, H13 1.098, H14 1.162
2 C -1.025 1.768 -1.440  C8 1.536, H15 1.040, H16 1.102, H17 1.166
3 C 3.114 2.900 -2.028  Si10 1.707, H19 1.168, H20 1.025
4 C 1.421 2.603 0.700  Si10 1.841, H21 1.072, H22 1.141, H23 1.129
5 C 1.616 -2.283 0.950  Si11 1.977, H24 1.096, H25 1.085, H26 1.083
6 C -0.768 -1.225 2.382  Si11 1.816, H27 1.116, H28 1.238, H29 1.096
7 C -1.308 -3.277 0.367  Si11 1.874, H30 1.101, H31 1.091, H32 1.123
8 C -1.475 0.545 -0.627  C1 1.567, C2 1.536, N9 1.501, H33 1.084
9 N -0.367 -0.447 -0.425  C8 1.501, Si11 1.736, H18 1.005
10 Si 2.540 2.060 -0.657  C3 1.707, C4 1.841, H34 1.482
11 Si -0.274 -1.753 0.715  C5 1.977, C6 1.816, C7 1.874, N9 1.736
12 H -3.632 0.394 -1.261  C1 1.092
13 H -2.376 -0.552 -2.076  C1 1.098
14 H -3.053 -0.901 -0.194  C1 1.162
15 H -0.128 2.093 -1.027  C2 1.040
16 H -1.806 2.544 -1.372  C2 1.102
17 H -0.711 1.737 -2.563  C2 1.166
18 H 0.404 -0.461 -1.070  N9 1.005
19 H 2.933 3.961 -2.481  C3 1.168
20 H 3.837 2.377 -2.533  C3 1.025
21 H 2.114 2.539 1.516  C4 1.072
22 H 0.874 3.601 0.615  C4 1.141
23 H 0.654 1.818 0.965  C4 1.129
24 H 1.663 -2.867 1.877  C5 1.096
25 H 1.978 -2.771 0.052  C5 1.085
26 H 2.345 -1.489 1.046  C5 1.083
27 H -0.812 -0.136 2.621  C6 1.116
28 H -1.929 -1.572 2.634  C6 1.238
29 H -0.151 -1.679 3.165  C6 1.096
30 H -2.362 -3.001 0.208  C7 1.101
31 H -1.061 -3.945 -0.460  C7 1.091
32 H -1.319 -3.915 1.290  C7 1.123
33 H -1.520 0.867 0.407  C8 1.084
34 H 2.947 0.635 -0.648  Si10 1.482

Properties
**SMILES**: CC(C)N[Si](C)(C)C.C=[SiH]C
**Highest occupied orbital energy**: -8.28 eV
**Total energy**: -952.268656 Ha
**Relative energy (zero: lowest compared OMol25 entry of this formula, charge and spin)**: 371.1 kJ/mol
**Charge**: 0

Taken from the Mulliken analysis, the atomic charges in e are: -1.252 -0.797 -0.756 -0.780 -1.177 -0.945 -1.013 0.311 -0.090 0.487 0.085 0.383 0.341 0.219 -0.195 0.353 0.288 0.316 0.222 0.285 0.394 0.312 0.091 0.349 0.336 0.307 0.320 0.235 0.369 0.270 0.344 0.275 0.250 -0.137